{"formula": "C74H75Ge2N4OP2SSbSeTi", "method": "ωB97M-V/def2-TZVPD", "total_charge": 3, "e_tot_ha": -11884.0807, "multiplicity": 2, "largest_force_ev_per_a": 3.52, "e_homo_ev": [-14.05, -13.99], "lumo_ev": [-8.127, -9.686], "species": ["Ti", "C", "N", "P", "C", "C", "C", "C", "C", "C", "C", "C", "C", "C", "C", "C", "P", "C", "C", "C", "C", "C", "C", "C", "C", "C", "C", "C", "C", "H", "H", "H", "H", "H", "H", "H", "H", "H", "H", "H", "H", "H", "H", "H", "H", "H", "H", "H", "H", "H", "H", "H", "O", "N", "C", "C", "C", "C", "C", "S", "H", "H", "H", "H", "C", "N", "C", "Se", "N", "C", "C", "C", "C", "C", "C", "H", "H", "H", "H", "H", "H", "H", "H", "C", "Ge", "C", "C", "Ge", "C", "C", "C", "C", "C", "C", "C", "C", "C", "C", "C", "C", "H", "H", "H", "H", "H", "H", "H", "H", "H", "H", "H", "H", "H", "H", "H", "H", "H", "H", "H", "C", "C", "C", "C", "C", "C", "C", "Sb", "C", "C", "C", "C", "C", "C", "C", "C", "C", "C", "C", "C", "C", "C", "H", "H", "H", "H", "H", "H", "H", "H", "H", "H", "H", "H", "H", "H", "H", "H", "H", "H", "H", "H", "H"], "xyz": [[0.123, 0.162, -0.839], [0.438, -4.443, -0.457], [0.225, -2.991, -0.488], [0.855, -1.980, 0.766], [0.724, -3.080, 2.235], [1.798, -3.855, 2.669], [1.674, -4.657, 3.790], [0.486, -4.684, 4.503], [-0.592, -3.931, 4.067], [-0.472, -3.139, 2.939], [2.684, -2.012, 0.620], [3.428, -2.843, -0.211], [4.810, -2.752, -0.225], [5.461, -1.860, 0.610], [4.727, -1.061, 1.475], [3.345, -1.130, 1.473], [-0.076, -2.124, -1.951], [1.089, -2.921, -3.102], [0.724, -3.956, -3.956], [1.705, -4.653, -4.641], [3.041, -4.326, -4.472], [3.402, -3.262, -3.658], [2.426, -2.546, -2.991], [-1.715, -2.642, -2.550], [-2.469, -1.673, -3.209], [-3.679, -2.002, -3.793], [-4.157, -3.301, -3.704], [-3.424, -4.265, -3.027], [-2.204, -3.944, -2.455], [1.312, -4.692, 0.143], [0.599, -4.827, -1.466], [-0.421, -4.951, -0.016], [2.738, -3.843, 2.139], [2.511, -5.258, 4.110], [0.399, -5.299, 5.385], [-1.526, -3.957, 4.607], [-1.318, -2.568, 2.589], [2.942, -3.575, -0.837], [5.378, -3.394, -0.881], [6.538, -1.799, 0.600], [5.233, -0.391, 2.156], [2.758, -0.529, 2.157], [-0.317, -4.208, -4.093], [1.423, -5.466, -5.293], [3.801, -4.891, -4.987], [4.442, -2.995, -3.542], [2.681, -1.683, -2.374], [-2.095, -0.651, -3.250], [-4.245, -1.249, -4.319], [-5.098, -3.563, -4.163], [-3.796, -5.277, -2.956], [-1.641, -4.709, -1.945], [1.839, 0.552, -0.551], [2.426, 1.750, -0.437], [3.737, 1.816, -0.140], [4.347, 3.028, 0.030], [3.595, 4.200, -0.121], [2.262, 4.111, -0.439], [1.657, 2.857, -0.601], [0.004, 2.620, -0.978], [4.237, 0.862, -0.031], [5.396, 3.069, 0.274], [4.061, 5.164, 0.009], [1.653, 4.993, -0.561], [-5.164, 1.068, 0.505], [-4.735, -0.061, 1.301], [-3.357, -0.500, 1.283], [-2.323, 0.022, -0.298], [-3.403, -1.949, 1.461], [-3.800, -2.176, 2.718], [-4.016, -3.378, 3.382], [-4.223, -3.341, 4.741], [-4.166, -2.132, 5.477], [-4.003, -0.936, 4.857], [-3.918, -0.871, 3.403], [-5.140, 0.759, -0.544], [-4.549, 1.967, 0.623], [-6.190, 1.304, 0.774], [-3.550, -2.574, 0.679], [-3.982, -4.310, 2.842], [-4.409, -4.262, 5.271], [-4.260, -2.185, 6.550], [-3.983, -0.008, 5.409], [2.744, 2.281, -6.205], [2.568, 2.528, -4.234], [2.021, 4.393, -3.759], [4.305, 2.002, -3.372], [0.645, 0.969, -3.387], [-0.963, 2.006, -3.980], [-2.148, 2.127, -3.266], [-3.167, 2.954, -3.706], [-3.001, 3.698, -4.862], [-1.825, 3.591, -5.585], [-0.821, 2.744, -5.154], [0.803, -0.422, -4.816], [-0.261, -0.907, -5.569], [-0.038, -1.712, -6.673], [1.255, -2.055, -7.036], [2.326, -1.579, -6.297], [2.097, -0.776, -5.198], [3.729, 1.879, -6.426], [2.654, 3.250, -6.687], [1.999, 1.610, -6.619], [2.045, 4.995, -4.662], [2.715, 4.830, -3.045], [1.012, 4.436, -3.356], [4.968, 1.628, -4.148], [4.189, 1.220, -2.624], [4.786, 2.862, -2.912], [-2.287, 1.569, -2.337], [-4.084, 3.023, -3.139], [-3.782, 4.362, -5.194], [-1.684, 4.168, -6.485], [0.087, 2.658, -5.735], [-1.274, -0.626, -5.316], [-0.873, -2.062, -7.259], [1.427, -2.682, -7.897], [3.336, -1.831, -6.582], [2.939, -0.392, -4.632], [2.700, 1.818, 3.363], [1.931, 0.789, 4.140], [2.592, 0.065, 5.127], [1.910, -0.801, 5.962], [0.539, -0.939, 5.831], [-0.127, -0.247, 4.834], [0.558, 0.601, 3.976], [-0.416, 1.705, 2.359], [-0.062, 3.723, 3.121], [0.136, 4.690, 2.143], [0.458, 5.990, 2.481], [0.633, 6.315, 3.817], [0.411, 5.359, 4.788], [0.026, 4.058, 4.468], [-0.328, 3.115, 5.573], [-2.544, 1.362, 2.832], [-2.787, -0.085, 2.675], [-5.195, -0.210, 2.671], [-5.591, 1.029, 3.384], [-4.818, 2.112, 3.502], [-3.461, 2.333, 3.033], [-3.141, 3.790, 2.892], [3.766, 1.608, 3.399], [2.537, 2.799, 3.811], [2.384, 1.880, 2.317], [3.656, 0.201, 5.252], [2.440, -1.339, 6.732], [-0.015, -1.570, 6.509], [-1.201, -0.348, 4.765], [-0.023, 4.432, 1.101], [0.564, 6.744, 1.717], [0.922, 7.315, 4.099], [0.510, 5.625, 5.830], [-0.672, 3.671, 6.442], [0.532, 2.522, 5.880], [-1.119, 2.434, 5.259], [-1.851, -0.635, 2.840], [-6.008, -0.944, 2.707], [-6.557, 1.009, 3.866], [-5.242, 2.971, 4.002], [-4.040, 4.343, 2.629], [-2.391, 3.957, 2.121], [-2.769, 4.196, 3.832]], "forces_ev_per_angstrom": [[-2.664, 0.035, 2.297], [-0.064, -0.220, 0.008], [0.290, 0.639, 0.034], [0.529, -1.326, -0.819], [-0.359, 0.567, 0.095], [0.100, 0.129, -0.090], [-0.027, -0.036, 0.067], [0.015, -0.023, -0.079], [-0.059, -0.050, 0.013], [-0.073, 0.003, -0.036], [-0.132, 0.244, 0.057], [-0.227, 0.000, 0.202], [0.064, -0.009, -0.017], [0.032, 0.019, -0.014], [-0.043, -0.001, 0.102], [-0.097, -0.160, -0.061], [-0.132, -1.684, -0.001], [-0.002, 0.425, 0.224], [-0.025, 0.172, 0.045], [0.059, -0.077, 0.000], [-0.003, 0.015, 0.088], [0.042, -0.035, 0.133], [-0.146, -0.058, 0.080], [0.161, 0.510, -0.063], [0.232, 0.000, 0.104], [-0.038, 0.057, -0.048], [0.043, 0.069, -0.001], [-0.045, -0.080, 0.039], [0.104, 0.117, 0.128], [-0.029, -0.017, -0.050], [0.024, 0.003, 0.053], [-0.002, 0.016, -0.004], [0.058, 0.009, 0.031], [0.063, -0.031, 0.021], [-0.005, -0.064, 0.096], [-0.015, -0.010, 0.053], [0.002, 0.042, 0.005], [-0.013, 0.006, -0.019], [0.087, -0.089, -0.048], [0.134, -0.012, 0.020], [0.071, 0.073, 0.084], [0.055, 0.130, 0.065], [-0.047, -0.071, -0.025], [-0.013, -0.068, -0.090], [0.103, -0.064, -0.080], [0.117, 0.059, -0.044], [0.095, -0.202, -0.125], [-0.190, -0.145, -0.112], [-0.072, 0.073, -0.025], [-0.085, -0.021, -0.033], [-0.030, -0.058, 0.000], [0.036, -0.102, 0.008], [2.066, 0.635, 0.114], [0.183, 0.852, 0.153], [0.498, -0.310, 0.154], [-0.272, 0.080, -0.061], [0.030, -0.292, 0.054], [-0.041, -0.236, 0.022], [-0.054, -0.014, -0.047], [-0.034, -0.212, -0.444], [-0.069, 0.042, -0.046], [0.108, -0.080, 0.015], [0.034, 0.109, 0.022], [-0.062, 0.024, -0.058], [-0.062, 0.137, -0.432], [0.375, 0.067, -0.246], [0.730, 0.457, 0.158], [-0.404, -0.206, -0.235], [-0.295, -0.452, 0.616], [0.438, 0.471, -0.542], [-0.308, -0.650, 0.381], [0.082, -0.166, -1.111], [0.073, 1.068, 0.282], [-0.126, -0.595, 0.357], [0.067, 0.009, -0.277], [-0.108, 0.203, 0.093], [-0.087, -0.046, 0.035], [-0.040, 0.022, -0.090], [0.111, -0.125, 0.040], [-0.065, -0.191, -0.041], [0.026, -0.160, 0.058], [-0.041, 0.071, 0.115], [-0.002, 0.080, 0.109], [-0.263, 0.022, 0.544], [0.438, 0.127, 0.537], [0.108, -0.604, -0.145], [-0.540, 0.140, -0.331], [-0.113, 0.858, -3.047], [0.229, -0.278, 0.421], [0.022, -0.268, 0.288], [-0.045, 0.003, 0.021], [-0.043, 0.007, 0.022], [-0.006, 0.032, -0.035], [0.192, -0.255, 0.047], [0.033, 0.335, 0.652], [-0.278, 0.129, 0.007], [-0.115, 0.055, -0.043], [-0.051, 0.064, 0.042], [0.098, 0.070, -0.074], [0.057, 0.205, 0.065], [0.112, -0.081, 0.077], [-0.045, 0.151, 0.008], [-0.071, -0.044, -0.010], [-0.004, 0.031, -0.153], [0.097, -0.052, 0.039], [-0.086, -0.056, 0.027], [0.067, -0.052, -0.099], [-0.046, -0.044, -0.012], [-0.007, 0.094, 0.047], [-0.085, 0.229, -0.299], [-0.095, 0.035, 0.044], [-0.105, 0.070, -0.067], [-0.011, 0.081, -0.134], [0.060, 0.037, -0.157], [-0.077, 0.002, -0.031], [-0.105, -0.034, -0.065], [0.016, -0.084, -0.102], [0.107, -0.021, -0.032], [0.098, -0.067, -0.017], [-0.036, 0.041, 0.058], [0.008, -0.067, 0.000], [0.015, -0.031, -0.022], [-0.015, 0.016, 0.045], [-0.070, -0.025, -0.002], [-0.059, -0.048, 0.037], [-0.431, 0.354, -0.546], [-0.086, 0.293, 0.964], [0.004, -0.737, -0.427], [-0.006, -0.030, -0.174], [0.053, 0.035, -0.031], [0.038, 0.041, -0.076], [-0.041, -0.036, 0.064], [-0.003, 0.102, -0.001], [0.024, -0.025, 0.106], [0.407, 0.610, -0.280], [0.246, -0.722, -0.108], [-0.295, -0.415, 0.163], [0.193, 0.437, 0.190], [-0.729, -0.475, 0.070], [0.727, -0.281, -0.027], [0.133, 0.099, -0.139], [0.117, 0.006, -0.072], [0.051, 0.126, -0.090], [0.038, 0.011, -0.013], [0.130, 0.020, 0.041], [0.070, -0.067, 0.081], [-0.034, -0.112, 0.063], [-0.073, -0.036, 0.020], [0.038, 0.052, 0.015], [0.048, 0.103, -0.094], [-0.006, 0.122, 0.045], [-0.013, 0.060, 0.130], [-0.041, 0.015, 0.066], [0.012, -0.115, 0.072], [-0.024, -0.065, 0.086], [-0.182, 0.032, -0.035], [-0.011, 0.147, 0.100], [-0.125, 0.103, 0.007], [-0.132, 0.082, 0.165], [-0.043, 0.029, -0.044], [-0.124, 0.105, 0.105], [0.051, 0.117, 0.040]]}